{
  "formula": "C4H10B2O2",
  "method": "ωB97M-V/def2-TZVPD",
  "species": ["B", "B", "C", "C", "C", "C", "O", "O", "H", "H", "H", "H", "H", "H", "H", "H", "H", "H"],
  "xyz": [[-1.8930, -1.4121, -0.4368], [-0.4408, -0.1770, 1.3296], [1.0714, -0.5185, 0.8825], [2.9549, 0.4515, -0.2492], [-1.4858, 0.9823, -0.8565], [-1.5966, -0.0138, 0.3154], [1.6656, -1.5370, 1.1646], [1.6040, 0.5815, 0.3424], [-2.3792, 0.9345, -1.4696], [-1.2559, -2.2827, -0.5215], [-0.5572, -0.1608, 2.4867], [-2.9614, -1.3280, -0.9966], [3.4431, 1.4902, -0.3070], [2.9531, -0.1461, -1.2322], [3.5307, -0.1295, 0.4867], [-1.5455, 1.9976, -0.4165], [-0.6014, 0.8117, -1.4353], [-2.5059, 0.4561, 0.9132]],
  "gap_ev": [5.9, 6.8],
  "multiplicity": 3,
  "e_homo_ev": [-5.679, -10.136],
  "lumo_ha": [0.0095, -0.1212],
  "max_force_ev_per_a": 5.21
}